Below is C26H26N2O5 in the gas phase, with properties calculated with the ωB97M-V functional and the def2-TZVPD basis.

```
! wB97M-V def2-TZVPD RIJCOSX def2/J DEFGRID3
* xyz 0 1
C 4.33194 -0.64833 0.20489
H 2.59456 -2.03893 1.57305
C -1.95291 -2.43768 0.60769
O -3.49104 -0.40554 -1.96496
H 5.47035 -2.28098 -0.65561
H -2.52687 -2.14044 -0.27677
H -4.37196 -2.03806 2.01094
C -0.48881 -2.42282 0.23784
C 2.90336 1.70792 -2.25842
H 0.50134 1.22528 0.27222
N 0.16443 3.68122 1.35272
C -0.46975 1.66495 0.12189
H -2.31420 4.37732 0.95440
C -0.10886 -2.71067 -1.07053
O 2.18383 4.44856 1.95388
C -3.02777 2.71168 -0.17171
H 1.09867 4.42264 -1.38020
C 3.25741 1.24692 -0.99138
O 4.51432 -0.16605 1.29675
C -3.69990 0.68716 -1.49442
H -4.11902 -0.72776 0.85767
H -3.39990 -3.94847 1.19133
H -2.11455 -4.54665 0.14304
C -1.42581 0.96447 -0.58033
H 3.20426 1.14821 -3.13236
H 0.26456 -1.96818 2.19101
H 4.59889 -2.69976 0.83684
H 3.16342 1.62921 1.11865
C 1.71596 3.54319 -1.27663
H 1.50986 -3.00288 -2.44771
H -1.19179 -0.00088 -1.00139
C -0.76953 2.92036 0.65399
C -2.71052 1.48008 -0.74260
H -1.77655 -4.20866 1.84089
H 3.88590 -0.53218 -1.75630
C -3.78541 -1.14657 1.80422
O -4.89350 1.29223 -1.61622
C -2.29658 -1.46781 1.74603
H 1.90327 3.22110 -3.38238
C 1.22035 -2.77115 -1.43431
C 2.06755 3.08371 -0.01315
C 1.85456 -2.23647 0.81424
N 3.90813 0.01574 -0.90388
H -0.21122 4.31283 2.05157
C 2.21749 -2.53782 -0.49033
C 2.16163 2.86433 -2.39714
H -1.74543 -0.53614 1.59783
H -4.02599 3.10624 -0.27670
C 0.51482 -2.19116 1.16579
C -2.06782 3.42023 0.51748
C 1.52487 3.78383 1.18947
H -5.49717 0.72403 -2.11936
C 2.87631 1.96647 0.13597
H -3.98474 -0.41927 2.58836
C -2.33843 -3.87661 0.96987
H -0.87052 -2.88526 -1.81668
O 3.51642 -2.62139 -0.94872
H -1.98880 -1.89581 2.70226
C 4.53688 -2.13948 -0.10254
*
```

Properties
relative energy (zero: lowest compared OMol25 entry of this formula, charge and spin)	24.2	kJ/mol
strongest force on any atom	0.648	eV Å⁻¹
HOMO-LUMO gap	8.8	eV
calculated total energy	-40603.674	eV



Below is 2 unconnected molecules or ions with the total composition C5H11P, with properties calculated with the ωB97M-V functional and the def2-TZVPD basis.

```
! wB97M-V def2-TZVPD RIJCOSX def2/J DEFGRID3
* xyz 0 1
H 0.22337 -1.55638 -1.22054
C 1.76666 -0.10987 0.63880
H -1.31168 -1.46028 -0.16900
H -0.93629 2.51618 -2.13988
H -1.26836 -0.15320 1.87647
C 0.25600 -0.04322 0.30904
H 2.28714 0.72717 1.08917
H -0.19316 1.05643 2.28287
C -0.17383 -1.54236 -0.21051
H -0.01389 0.49303 -0.57993
H 2.00618 -0.89151 1.35696
P -1.82463 0.38781 -3.35663
H -1.30849 1.20261 1.04845
H 2.30798 -0.35639 -0.22440
C -1.42815 1.61323 -2.47792
C -0.62598 0.51288 1.48665
H 0.23714 -2.39614 0.29040
*
```

Properties
relative energy (zero: lowest compared OMol25 entry of this formula, charge and spin)	211.9	kJ/mol
strongest force on any atom	3.854	eV Å⁻¹
HOMO-LUMO gap	10.4	eV
calculated total energy	-14649.126	eV



Below is 4 unconnected molecules or ions with the total composition C46H87N3OS, with properties calculated with the ωB97M-V functional and the def2-TZVPD basis.

```
! wB97M-V def2-TZVPD RIJCOSX def2/J DEFGRID3
* xyz 0 1
H -0.65608 9.21159 0.63874
H -1.66906 -4.06793 6.89766
H -1.82022 3.07547 -1.82862
C 0.56541 -2.75103 3.02917
H -0.04046 -6.21858 6.33009
H 4.60222 6.58509 -4.92370
H 1.95765 -5.37167 5.68961
C -2.50153 -4.42801 -0.71906
H -1.16448 -6.60966 -4.29619
C 3.94386 4.76565 -3.99131
C 3.48917 10.77861 0.91965
H 0.61077 -2.10109 2.15258
H -5.98197 -5.48558 4.55635
C -4.29681 -0.85364 -0.32204
C -0.88465 -7.36944 -2.28677
H -1.00880 7.13592 -1.80721
C -1.75726 -3.91527 2.84434
C -2.81916 -0.80562 -0.76214
C -3.84288 -6.38772 -1.16407
C -5.52520 -7.32546 1.81562
H 2.05655 9.61132 2.01540
H 6.47578 3.90245 -4.83711
N -0.14242 -8.60377 0.68784
H -0.96354 -5.30727 5.17498
H 1.56757 7.92239 0.31523
H -0.98263 -3.81863 -2.09753
H -2.42896 -4.48377 -3.43452
H -6.03410 -7.68227 5.72006
H 0.26923 -3.36053 9.45450
H 7.49023 6.58359 -5.92677
H -3.33490 -5.95878 -3.65643
C 4.22933 5.60527 -5.23490
H -2.10510 5.80527 -1.41020
H 6.81706 6.34407 -4.31099
H -1.50760 -7.07505 0.25145
C -1.10603 6.20842 -1.23843
C 1.15877 -4.81680 5.19418
C -0.60161 -4.29929 7.02634
H 0.35696 -5.89830 3.50055
C 0.11258 -6.98367 -1.17138
H 0.05613 -6.50670 0.92483
C -5.39975 -7.48281 4.86490
N -5.16873 -7.36172 0.56165
C -0.57940 1.79125 -3.03641
C -0.14877 -5.22277 5.89624
H 1.00669 -7.60200 -1.26236
C 0.99929 9.75009 -0.65592
C -0.15412 10.11117 0.27588
H 3.94586 2.78383 -4.90654
H 3.92077 11.14188 1.85590
C 1.18715 -5.22023 3.70337
H 8.32810 5.56375 -4.75734
H -0.89268 10.71840 -0.24934
H 0.40206 -5.93257 -1.24129
H 2.35719 3.55622 -4.83952
H -0.10815 4.31095 -1.02495
H -1.46466 -3.35019 9.13007
H -0.81511 -4.56356 10.24939
H -6.22350 -8.07476 2.17088
H 4.77037 4.06970 -6.65082
H -4.85009 -1.59410 -0.89603
C 7.34406 5.85171 -5.12962
H 0.76051 -8.61881 1.14861
C -1.56035 -3.39186 -1.28423
H -0.80263 -8.84576 1.41900
H -0.92252 -2.91967 4.60518
H 1.46184 10.66559 -1.03484
C -0.01561 5.21643 -1.63129
O -0.41019 -4.91406 8.28073
H 0.87897 -4.41562 1.71444
H -1.36161 -1.88126 3.29252
C -0.89371 -2.84616 3.51782
H 2.77183 11.53958 0.60032
C 4.59975 10.65565 -0.11944
H -2.13534 4.86507 -3.54303
H -2.58769 2.50149 -3.29189
H 3.27504 5.33459 -3.33859
H 0.59515 9.22900 -1.52808
C -0.01994 4.85997 -3.11613
H 2.78401 8.56403 -0.76087
H -0.83890 -3.04369 -0.54806
H -1.02890 6.45481 -0.17796
C -5.54570 -6.38108 4.12790
H -4.64180 -8.22498 4.64272
C -2.41729 -3.36674 1.56735
C -2.90888 -4.41228 0.59626
H -1.17344 3.96063 -4.68386
H 7.17448 4.14719 -6.42062
H 5.34776 9.92489 0.19513
H 0.95827 5.64993 -1.38546
H -2.60291 0.19448 -1.13434
C -0.42845 -7.22027 0.24910
H -4.21338 -7.15841 -1.82879
H 1.14976 -2.26865 3.81559
H 2.08377 -5.82557 3.55001
C 5.21034 4.97585 -6.22526
H -2.55503 -4.17328 3.53690
H 5.34401 5.66503 -7.06514
C -2.97204 -5.44376 -1.61955
H -0.44895 -8.19194 -2.85551
H -2.16214 -0.97045 0.08894
H 3.28577 5.79750 -5.75583
H -0.41140 1.54986 -4.08778
H 4.86336 4.60773 -3.42105
C 1.26513 -4.07394 2.67970
H -3.27027 -2.74471 1.85377
C -1.64237 2.87704 -2.88997
H 4.21211 10.34694 -1.09141
C -1.18375 -6.22660 -3.27661
H -0.89594 0.87848 -2.53035
H 0.84380 4.22599 -3.32703
H -0.39085 -5.48535 -3.17105
H -0.08146 -3.33372 6.95835
C -3.82403 -5.40543 1.05156
C -2.54330 -5.50345 -3.06402
H -4.78350 0.10794 -0.48154
H -1.69812 -2.70366 1.09325
C -5.06499 -6.33128 2.72713
C 6.58082 4.63425 -5.64276
C -4.29331 -6.39766 0.16619
C 2.04904 8.85307 -0.00389
C 3.29731 3.41912 -4.30152
H -1.22233 -4.84165 2.64339
H 1.38050 -3.76156 5.34682
H 3.07993 2.87867 -3.37833
H 0.37286 2.09714 -2.59943
C -1.29109 4.17364 -3.61655
H 0.18479 10.68357 1.14058
H 5.10648 11.61139 -0.25955
C 2.76976 9.46041 1.20019
H -1.78967 -7.76827 -1.83219
S -2.40210 -1.98331 -2.06980
H 2.31954 -3.84097 2.51458
H 0.13132 5.77494 -3.69926
H 3.49696 8.73174 1.57213
N -4.24780 -5.38074 2.34285
H -4.38194 -1.10816 0.73343
C -0.60976 -4.00269 9.34253
*
```

Properties
strongest force on any atom	0.798	eV Å⁻¹
HOMO-LUMO gap	8.2	eV
calculated total energy	-66465.863	eV



Below is a molecular structure, C10H19AsN3PdS6Sb, with properties calculated with the ωB97M-V functional and the def2-TZVPD basis.

```
! wB97M-V def2-TZVPD RIJCOSX def2/J DEFGRID3
* xyz -2 3
C 2.84251 -2.93899 -1.67710
C -0.83558 2.66140 -1.20448
H -3.07889 4.50047 -0.44576
H -2.91755 4.77823 1.30775
H 2.72457 -1.53251 -3.35386
H 3.37810 -3.58686 -2.37832
H 0.05289 2.03468 -1.21389
H 0.28053 -1.16353 -3.22910
C -3.04832 1.84565 1.05130
H 0.59951 -2.89894 -3.27581
H -2.85024 0.79757 1.24926
S 4.21462 1.71486 3.04377
S -0.40191 -1.40046 2.42239
H -1.61927 2.21928 -1.81614
C 2.21070 -1.74234 -2.41142
H 1.23004 -2.10847 0.32266
N -1.58443 -0.33132 -0.81119
C 0.73377 -1.98870 -2.67994
H -0.59698 3.67445 -1.52479
H -3.46056 2.32457 1.93704
N -3.85441 -0.19137 4.02603
H -1.63172 5.32213 0.20944
Pd -0.06751 0.80029 2.00886
H 2.28969 -0.85403 -1.78247
S 0.11327 3.28313 1.97056
S -1.36153 1.20084 4.05450
C -2.81893 0.33092 4.01847
S 3.81517 -1.98118 2.01884
As -1.44887 2.83262 0.61309
H 2.24686 -4.31082 -0.11606
C 1.77973 -3.75411 -0.92927
Sb 2.73128 -0.00910 2.61790
H 0.01272 -3.39282 0.28247
N -0.00277 -2.15232 -1.41340
S 1.65803 0.57071 0.46885
C -2.37746 4.54910 0.39007
H -3.70885 1.94966 0.18970
C 0.73318 -2.84040 -0.31961
H 1.29536 -4.47534 -1.59812
H 3.55947 -2.56299 -0.94479
C -0.83621 -1.17397 -1.07743
*
```

Properties
<S²>	2.02
relative energy (zero: lowest compared OMol25 entry of this formula, charge and spin)	104.8	kJ/mol
strongest force on any atom	1.336	eV Å⁻¹
HOMO-LUMO gap (alpha / beta)	5.6 / 5.8	eV
calculated total energy	-151018.260	eV



Below is 2 unconnected molecules or ions with the total composition C31H41N4, with properties calculated with the ωB97M-V functional and the def2-TZVPD basis.

```
! wB97M-V def2-TZVPD RIJCOSX def2/J DEFGRID3
* xyz 1 1
C 1.70318 0.12425 7.51733
C 2.29223 0.69782 2.43568
C -2.12901 -2.10769 1.24630
H 3.78509 6.74252 -1.26377
H -0.28457 -1.65620 7.13626
H 4.81231 -1.97133 -4.03183
H -2.06640 -0.80376 -0.50284
C 3.17905 -0.13545 3.14625
C -1.39384 -1.10796 0.32451
H 6.87506 -5.20047 -4.53825
C 3.55303 -1.97110 -0.83708
C 2.17648 5.32140 0.15185
H 2.48815 7.85997 -1.80515
C 1.63046 4.34687 -0.71512
H -1.03023 -3.88333 1.86594
H 3.29283 5.67629 1.96985
C 4.49633 -2.34627 -3.05760
H 5.97564 -4.09050 -5.59026
C 6.22655 -4.31289 -4.54360
H -2.24893 -4.19981 0.59177
H -0.78146 -3.64866 -1.09575
N 1.34852 -0.61918 6.33153
H 0.42223 -2.35021 5.63868
H 3.45697 3.25360 2.53763
C 2.99094 0.28229 0.06723
H 3.36603 -3.73969 0.39917
H 0.51715 -3.77484 0.10566
C 3.06385 -1.09178 0.18063
H 0.29050 6.84156 0.98450
H 3.41946 8.24063 -0.34354
H -0.18854 0.90463 4.79715
H 4.21417 -5.30780 -1.34959
H 4.11733 -0.43922 2.68016
C 4.25532 -5.70277 -4.26598
C 2.98938 7.41748 -0.93260
C 0.64825 -1.85543 6.58875
H 4.81462 -6.64215 -4.16825
H -1.11245 -0.19041 0.86260
C 0.75837 0.63454 4.32577
C 2.89058 -0.54216 4.43857
H 3.31623 -5.76673 -3.70892
H 3.58362 -1.16022 5.01311
N 5.03921 -4.59590 -3.77209
H 1.33882 8.30044 0.99735
H 2.22590 1.04100 7.22639
N -0.23405 -1.82123 -0.15914
H 6.75952 -3.46828 -4.09797
H -1.96402 -1.83259 2.29359
C 4.12550 -4.23896 -1.54831
C 2.40656 2.58565 0.76589
H 1.10013 4.68660 -1.60778
H 4.03902 -5.55914 -5.33671
H 3.27796 0.74903 -0.87378
C 2.85271 4.91325 1.32365
C 1.77729 3.00129 -0.42588
C -1.50013 -3.49253 0.95794
H 2.76199 -1.55560 1.11745
H 0.37982 7.92097 -0.44765
H 1.26543 -2.51619 7.21495
H 3.87822 -0.43295 -2.34053
N 2.03562 6.68264 -0.13732
C 4.56488 -3.73607 -2.80223
H -3.20035 -2.10407 1.02733
C 1.08463 1.08513 3.06242
C 3.97103 -1.49154 -2.10663
C -0.42167 -3.25207 -0.12498
H 0.23008 -1.44015 -0.97000
H 1.37391 2.24598 -1.10269
H 0.38673 1.72588 2.52019
C 3.65788 -3.36786 -0.58555
C 0.94821 7.47685 0.38229
H 2.34989 -0.48460 8.16596
C 1.66504 -0.17959 5.03994
H 0.79915 0.37632 8.09075
C 2.93389 3.57036 1.63406
C 2.56975 1.16297 1.07752
*
```

Properties
relative energy (zero: lowest compared OMol25 entry of this formula, charge and spin)	276.3	kJ/mol
strongest force on any atom	1.211	eV Å⁻¹
HOMO-LUMO gap	5.5	eV
calculated total energy	-38764.374	eV